The following is a DFT calculation (wB97M-V/def2-TZVPD) of a 2-piece molecular cluster, C2H8NS overall.

The geometry in XYZ format:
```
12
Properties=species:S:1:pos:R:3:forces:R:3
H -1.278 0.841 1.393 0.05 0.21 -1.33
C -0.928 0.728 0.319 -1.72 1.25 0.15
H 0.676 -0.937 2.268 -0.03 -0.63 -1.11
N 0.312 -0.007 0.365 1.72 -0.53 -2.65
H -0.854 1.858 -0.204 0.20 -3.05 1.52
H 1.286 -1.918 0.772 -1.02 0.63 0.59
H 0.485 -0.185 -0.681 0.29 -0.19 2.31
S 0.907 0.549 -3.451 0.83 2.76 1.20
H 1.319 1.902 -2.871 -0.84 -2.78 -1.17
C 0.477 -1.276 1.212 -3.30 1.45 -0.96
H -1.759 0.186 -0.289 1.02 0.74 1.02
H -0.643 -1.741 1.166 2.81 0.14 0.42
```
Forces are in eV/Å.

Calculated values
- strongest force on any atom (eV/A) = 3.73
- HOMO-LUMO gap (spin up / spin down) (eV) = 8.95 / 5.70
- LUMO level (spin up / spin down) (eV) = 0.59 / -2.66
- M (u) = 78.16
- multiplicity = 2
- highest occupied orbital energy (spin up / spin down) (eV) = -8.36 / -8.35
- net charge = 0
- energy above the lowest of the compared OMol25 structures with the same formula, charge and spin (kcal per mole) = 48.3



The following is a DFT calculation (wB97M-V/def2-TZVPD) of a 5-piece molecular cluster, C32H74BBrN5O9 overall.

The geometry in XYZ format:
```
122
Properties=species:S:1:pos:R:3:forces:R:3
H -3.934 4.450 6.121 0.02 -0.02 -0.04
H -7.720 2.337 -3.665 -0.07 -0.01 -0.05
H 0.464 -1.596 -1.650 -0.12 0.05 0.12
H 6.449 -0.484 -1.517 -0.16 -0.06 0.01
H -1.830 5.671 5.459 -0.02 0.00 0.04
O -3.820 -0.941 -1.919 0.00 0.02 -0.08
O 2.721 5.838 3.925 0.04 -0.03 0.11
H 1.919 -2.520 1.537 0.02 0.16 0.07
H -4.327 -2.891 -2.160 0.03 0.05 -0.05
C -3.664 6.087 4.714 0.03 -0.03 0.07
H 5.539 -1.392 -2.763 -0.16 0.04 0.18
H 9.599 -6.894 -3.245 0.00 0.00 0.00
H 8.001 -3.833 0.186 0.01 0.12 0.01
H -7.393 0.915 -5.359 -0.02 0.01 -0.02
C 1.633 3.253 1.729 -0.09 0.21 0.03
H -2.945 6.211 2.704 0.01 -0.03 -0.01
H 8.925 -6.195 -4.725 -0.03 -0.02 0.00
C -0.209 -1.660 -0.788 -0.32 0.17 -0.04
H -5.346 4.764 5.107 0.01 0.00 0.00
H -2.746 1.235 0.168 0.08 0.04 0.01
N -10.215 0.504 -2.159 0.11 0.02 0.04
C -2.875 3.139 3.801 0.10 0.02 -0.05
C -10.333 1.635 -4.314 -0.03 0.04 -0.02
C -4.374 0.360 -1.860 0.08 0.19 -0.11
H -4.226 7.002 4.498 0.00 0.00 -0.04
C -9.647 1.598 -2.952 -0.06 -0.09 -0.03
C 1.770 4.784 3.786 -0.07 -0.14 0.00
C 3.850 -1.526 1.646 -0.31 -0.16 0.29
H -1.931 7.158 4.857 -0.02 0.02 0.03
C 3.295 5.858 5.207 0.00 -0.02 0.03
H -6.763 -0.695 -4.952 0.01 0.02 0.00
H 1.626 1.501 -1.382 -0.15 -0.10 -0.05
H -4.300 5.089 2.880 -0.01 -0.01 0.08
H 8.189 -2.526 -0.988 0.00 0.10 0.18
H -6.276 0.919 0.999 0.04 0.01 0.02
C 0.256 -0.635 0.283 0.29 -0.31 -0.09
Br -1.646 -3.679 0.824 -0.43 0.14 0.22
H 2.720 3.143 1.607 -0.13 -0.06 0.18
N -3.572 0.737 0.489 0.18 -0.02 -0.03
H -5.721 -1.784 -2.091 0.01 0.07 -0.02
H -2.225 2.394 3.349 0.03 -0.02 -0.04
N 7.145 -4.584 -3.659 -0.12 -0.08 0.10
C 7.863 -5.618 -2.914 0.04 0.01 -0.13
H -0.112 3.194 0.451 0.10 0.01 0.01
C 1.793 -0.652 0.468 0.29 0.36 0.10
O 5.417 -3.502 -1.300 -0.23 -0.23 0.00
H 6.223 -8.933 -4.892 0.00 0.00 0.01
C -4.521 5.235 5.645 -0.06 0.02 0.02
H 1.924 -1.077 2.572 -0.08 -0.01 -0.13
H -4.937 5.854 6.439 0.03 0.00 0.01
C -8.116 1.547 -3.013 0.09 0.08 0.10
C -3.371 5.441 3.354 -0.04 0.07 -0.11
H 2.529 5.959 5.994 0.08 0.02 -0.10
C -0.129 -3.068 -0.305 -0.90 1.35 -0.05
H -3.284 -0.238 0.489 -0.02 -0.01 0.08
H 3.865 4.937 5.409 -0.08 0.11 -0.05
O -7.572 0.296 -3.383 -0.15 -0.04 -0.04
H -4.853 1.966 -0.577 0.02 0.00 -0.04
C 4.416 -2.945 1.536 -0.16 0.18 0.06
C 0.970 2.997 0.371 0.02 -0.08 -0.05
O -2.415 4.411 3.377 0.07 -0.05 0.11
H 1.322 2.487 2.453 0.03 0.04 -0.15
H 0.257 4.828 2.214 0.15 0.14 0.10
O 2.131 0.690 0.649 -0.14 -0.13 -0.02
H 9.851 -5.186 -3.630 -0.02 0.02 -0.02
H 7.656 -8.862 -3.844 0.02 0.00 -0.01
H 2.297 -1.040 -0.446 -0.28 -0.03 -0.07
H -0.187 -0.905 1.262 -0.24 0.19 -0.20
C 9.131 -6.004 -3.672 0.05 0.01 0.03
H 3.976 6.713 5.263 -0.13 -0.12 -0.03
H -2.828 3.032 4.890 -0.05 0.00 -0.03
C 5.803 -2.428 -0.911 0.24 0.09 0.01
H 4.216 -0.894 0.833 0.06 0.03 0.15
H -3.618 1.002 -2.318 0.04 -0.01 0.07
C -4.674 0.891 -0.451 -0.08 -0.14 0.08
H -5.280 0.419 -2.477 -0.02 -0.08 0.02
H 6.311 -2.475 2.370 0.09 -0.12 -0.14
H -9.892 2.532 -2.436 0.04 0.02 0.01
H 3.956 -3.465 0.690 0.13 0.02 0.04
H 6.211 -6.438 -1.836 -0.02 0.00 -0.04
B 1.181 1.480 -0.215 0.53 0.11 0.20
H -11.362 1.976 -4.203 0.00 -0.03 0.02
C 6.950 -8.264 -4.430 -0.09 0.00 0.01
C -5.935 0.292 0.175 -0.10 0.10 -0.03
H 6.687 -5.028 -4.450 0.07 0.03 -0.04
H -9.820 2.311 -5.001 0.00 0.00 0.00
H 4.700 -0.651 -1.357 0.04 -0.08 -0.03
H 4.117 -3.503 2.436 0.07 0.03 -0.16
H 6.383 -4.245 -3.076 0.02 0.10 -0.02
N 6.542 -2.283 0.320 -0.34 -0.20 -0.20
C 2.303 -1.493 1.632 0.21 -0.13 -0.13
O 0.718 -3.833 -0.493 1.63 -1.59 -0.34
C 5.938 -2.986 1.470 0.15 0.02 0.21
H 6.293 -4.027 1.530 -0.09 0.05 -0.15
C 1.332 4.646 2.326 0.19 -0.33 -0.16
H -4.808 -2.199 -0.614 -0.13 -0.08 -0.01
H -9.844 -0.371 -2.520 -0.05 0.00 -0.02
H -9.869 0.560 -1.206 -0.05 0.03 0.00
C 5.608 -1.160 -1.697 0.44 0.01 -0.11
O 6.233 -7.368 -3.610 0.04 0.00 -0.07
C 7.913 -2.744 0.051 -0.07 0.27 0.03
H -5.743 -0.698 0.587 0.02 -0.02 -0.02
C -7.572 0.011 -4.768 0.11 -0.07 0.05
H 8.172 -5.171 -1.964 -0.03 -0.04 0.04
H 8.617 -2.228 0.711 -0.03 -0.16 -0.01
N -2.441 6.483 5.419 0.02 0.00 -0.08
H -8.508 -0.451 -5.092 -0.02 0.06 -0.03
H 1.365 3.725 -0.353 -0.09 -0.01 0.11
H 2.227 3.841 4.130 0.00 0.13 -0.06
H 1.885 5.404 1.757 -0.25 -0.02 0.02
C 6.964 -6.802 -2.538 -0.03 0.02 0.14
H 4.203 -1.090 2.589 0.13 0.09 -0.23
O -0.076 0.644 -0.136 -0.31 -0.08 0.16
H -10.371 0.646 -4.771 0.04 -0.01 0.01
H -6.745 0.206 -0.554 0.02 -0.03 0.00
H 7.496 -7.750 -5.226 0.05 -0.02 0.02
C -4.725 -1.994 -1.685 0.07 -0.14 0.18
H 7.545 -7.587 -2.030 0.04 0.02 -0.03
H -1.231 -1.430 -1.106 0.08 0.03 0.17
H -3.897 2.953 3.462 -0.06 0.00 -0.01
H -7.734 1.735 -2.007 0.02 -0.02 -0.02
H 0.917 4.987 4.454 0.06 0.00 -0.07
```
Forces are in eV/Å.

Calculated values
- strongest force on any atom (eV/A) = 2.30
- HOMO-LUMO gap (eV) = 6.84
- LUMO level (eV) = 2.17
- M (u) = 763.69
- highest occupied orbital energy (eV) = -4.67
- net charge = -1



The following is a DFT calculation (wB97M-V/def2-TZVPD) of one molecule with the formula C9H12INO.

The geometry in XYZ format:
```
24
Properties=species:S:1:pos:R:3:forces:R:3
C 0.471 -2.129 -0.510 1.28 -1.88 -0.33
C 0.157 -0.663 1.424 1.21 -2.24 3.46
H 2.142 1.879 -0.822 -0.29 1.19 0.12
H 0.834 -0.937 3.413 1.26 2.08 2.91
C 0.642 -1.345 2.522 -2.79 -0.35 -5.04
C -0.534 -1.399 0.210 0.63 2.00 1.24
C -0.362 2.691 0.421 1.96 -0.06 -0.29
H -1.406 2.668 0.391 -1.69 -0.26 -0.41
H 0.411 -2.387 2.599 0.29 -0.64 -0.44
H -1.314 -1.963 -2.375 -0.40 1.63 0.38
H -1.160 -2.095 0.770 -0.50 -0.18 -0.49
N 1.221 -2.824 -1.046 -0.38 0.66 0.27
C 1.582 1.106 -0.331 0.57 -0.88 0.50
C -1.088 -0.409 -0.756 -0.97 1.52 0.20
H 0.145 3.163 -0.408 -0.47 1.01 0.04
H -1.614 -0.208 -2.865 -0.87 0.33 -0.22
H 2.378 0.530 0.175 -0.56 0.42 0.86
O 0.095 0.693 1.540 -0.66 -0.41 0.63
I -3.028 0.430 -0.316 0.28 -0.48 0.29
H -0.102 3.047 1.390 0.27 1.44 0.84
H -0.125 -0.834 -2.576 2.72 0.27 -0.72
C -1.082 -0.845 -2.198 -1.02 -1.80 0.53
C 0.300 1.420 0.478 0.92 -3.01 -3.63
H 1.437 0.410 -1.128 -0.79 -0.34 -0.72
```
Forces are in eV/Å.

Calculated values
- strongest force on any atom (eV/A) = 5.77
- HOMO-LUMO gap (spin up / spin down) (eV) = 7.07 / 7.55
- LUMO level (spin up / spin down) (eV) = -0.33 / -0.08
- M (u) = 277.11
- highest occupied orbital energy (spin up / spin down) (eV) = -7.40 / -7.63
- net charge = 0
- energy above the lowest of the compared OMol25 structures with the same formula, charge and spin (kcal per mole) = 82.4



The following is a DFT calculation (wB97M-V/def2-TZVPD) of one molecule with the formula C5H7NO.

The geometry in XYZ format:
```
14
Properties=species:S:1:pos:R:3:forces:R:3
C 0.545 -0.328 0.447 -0.24 0.29 -0.23
C -0.483 0.420 -0.533 0.45 0.27 -0.45
N -1.575 -0.157 1.885 1.15 -0.46 0.29
H 0.778 -1.371 0.179 -0.31 0.41 -0.14
H -1.124 -0.399 -2.337 -0.07 -0.14 -0.02
H 2.261 0.328 1.698 -0.29 -0.13 -0.16
H 1.563 1.539 0.602 0.11 -0.02 0.07
C 1.816 0.484 0.710 -0.08 0.12 -0.02
C -1.451 -0.456 -1.295 0.07 -0.06 -0.07
C -0.506 -0.320 1.466 -1.16 0.10 0.78
H -2.485 -0.096 -1.251 0.35 0.14 0.12
H 2.576 0.229 -0.037 -0.22 0.04 0.08
O -0.493 1.623 -0.572 0.20 -0.67 -0.18
H -1.422 -1.494 -0.959 0.04 0.12 -0.07
```
Forces are in eV/Å.

Calculated values
- strongest force on any atom (eV/A) = 1.41
- HOMO-LUMO gap (eV) = 10.70
- LUMO level (eV) = 0.57
- M (u) = 97.12
- SMILES = CC(=O)[C@@H](C)C#N
- highest occupied orbital energy (eV) = -10.13
- net charge = 0
- energy above the lowest of the compared OMol25 structures with the same formula, charge and spin (kcal per mole) = 25.7



The following is a DFT calculation (wB97M-V/def2-TZVPD) of one molecule with the formula C5H6O2.

The geometry in XYZ format:
```
13
Properties=species:S:1:pos:R:3:forces:R:3
C -0.857 0.756 -0.142 0.11 0.07 -0.07
C -0.476 -1.648 -0.613 0.29 0.41 0.49
H -0.856 -0.861 1.377 -0.02 0.08 -0.35
H -1.431 1.559 0.338 0.15 -0.29 -0.07
O 0.790 -1.334 -0.758 -0.25 -0.21 0.06
H -2.262 -0.840 0.291 0.29 -0.10 0.05
C -1.181 -0.673 0.334 -0.02 0.03 -0.14
H 2.390 -0.069 -0.628 -0.20 0.01 0.15
H 1.739 -0.558 0.959 -0.18 0.03 -0.29
O 1.134 2.111 0.132 -0.28 -0.54 0.00
C 1.471 -0.242 -0.062 -0.01 0.10 0.02
H -1.083 0.775 -1.221 0.03 0.22 0.20
C 0.623 1.024 -0.007 0.10 0.19 -0.05
```
Forces are in eV/Å.

Calculated values
- strongest force on any atom (eV/A) = 0.70
- HOMO-LUMO gap (eV) = 9.23
- LUMO level (eV) = 0.59
- M (u) = 98.10
- highest occupied orbital energy (eV) = -8.64
- net charge = 0
- energy above the lowest of the compared OMol25 structures with the same formula, charge and spin (kcal per mole) = 68.8



The following is a DFT calculation (wB97M-V/def2-TZVPD) of C47H42N2O4P2Ti as an isolated structure.

The geometry in XYZ format:
```
98
Properties=species:S:1:pos:R:3:forces:R:3
C 1.435 -4.920 -0.241 0.06 0.11 -0.09
C -1.076 2.339 1.345 -0.01 0.13 0.06
O -0.967 -1.767 2.283 0.00 -0.03 -0.01
H -0.416 5.528 -3.546 0.00 0.01 -0.01
H -4.711 -0.627 2.005 0.04 0.00 -0.01
N 0.256 -2.445 0.285 -0.04 -0.11 0.16
H -1.025 4.449 1.904 -0.01 0.01 0.00
H 1.828 5.659 -2.488 0.01 0.01 0.00
C 5.144 0.580 -0.345 0.03 0.02 -0.02
H -1.884 -1.136 -1.131 0.00 0.03 0.00
C 5.342 1.939 -0.133 -0.01 -0.02 0.02
H 6.077 2.481 -0.717 0.00 0.00 0.00
O 0.867 -0.312 -0.679 -0.17 -0.05 0.21
C 1.530 -1.329 -1.204 0.01 -0.09 -0.05
H 5.716 0.057 -1.102 -0.01 -0.01 0.00
O -1.235 -3.836 3.119 0.05 0.11 -0.09
H -4.378 -0.808 -2.424 0.05 -0.02 -0.03
H -3.032 -2.719 0.445 0.03 -0.03 0.01
O 2.416 -1.069 -2.212 0.00 0.03 0.06
H -1.866 -2.348 -5.026 -0.01 0.00 0.00
H -3.050 -1.182 2.206 0.00 0.02 0.03
C 0.092 0.671 -3.706 -0.01 -0.02 0.02
H 0.110 -1.531 -6.302 0.00 0.01 0.00
C -1.010 0.242 -2.944 0.03 0.01 -0.07
C -2.106 -0.342 -0.415 0.20 0.01 0.24
H -6.969 2.586 0.008 -0.01 0.01 0.01
C 4.481 -2.302 4.988 0.03 -0.04 0.01
H 4.006 -1.155 0.181 0.00 0.00 -0.01
P -1.854 1.308 -1.417 -0.01 0.06 0.02
H 3.669 -0.337 4.746 0.00 0.01 0.01
C 4.570 2.604 0.807 0.01 0.02 -0.02
C -0.531 2.637 -1.737 -0.06 -0.08 0.02
C 0.731 2.737 -1.145 0.01 0.02 0.04
H 2.216 1.305 3.993 -0.02 -0.02 0.00
C -5.415 1.115 0.125 -0.02 0.07 0.05
H -7.455 2.144 -2.384 -0.01 0.00 -0.01
H -4.777 -2.430 0.333 -0.01 0.00 0.00
C 1.253 -2.556 -0.709 0.01 0.19 0.00
C 3.958 -3.880 3.255 0.02 -0.02 0.03
H 0.913 3.621 3.661 0.01 0.01 0.01
C 0.027 -3.504 1.098 0.22 -0.10 -0.11
C -6.685 1.584 -1.867 -0.02 0.02 -0.01
H 5.163 -4.340 4.972 0.00 0.00 0.00
P 2.108 -0.403 2.189 -0.02 -0.06 0.01
H 1.355 0.438 -5.424 0.00 0.00 0.00
C -4.949 -0.079 -1.873 -0.03 0.04 0.02
C -0.800 -3.074 2.276 -0.10 0.01 0.21
C 0.357 3.020 2.953 -0.01 -0.02 -0.01
Ti -0.405 -0.603 0.776 0.10 -0.22 -0.63
H -3.765 -2.390 -1.121 0.00 -0.02 -0.04
C -1.685 -0.858 -3.495 0.03 0.00 -0.04
C 3.213 -2.911 2.597 0.00 0.04 0.00
H -2.309 3.353 -0.017 0.02 -0.03 0.00
H 1.835 -5.903 -0.464 -0.01 -0.01 0.02
H 4.025 -4.876 2.834 0.00 0.00 0.00
C 1.448 0.736 3.461 -0.02 -0.02 -0.06
C -3.800 -2.135 -0.062 -0.01 0.00 -0.02
H -6.130 0.415 -3.583 0.00 0.00 -0.01
C -6.411 1.829 -0.533 -0.02 0.00 0.00
C -3.673 -0.453 1.698 0.03 -0.06 0.03
C 1.788 -3.862 -1.008 -0.09 -0.10 0.10
C -5.946 0.615 -2.534 -0.01 0.01 -0.02
N -0.355 1.230 1.771 -0.02 0.01 -0.08
C 0.489 0.056 -4.891 0.02 -0.01 -0.01
C -0.202 -1.039 -5.387 0.01 0.00 -0.02
C -3.543 -0.634 0.176 0.01 0.05 -0.05
C 1.170 4.822 -2.279 0.00 0.03 -0.02
C -0.084 4.747 -2.868 -0.01 -0.01 0.01
C 0.553 -4.739 0.899 -0.14 0.11 0.09
H 1.083 1.956 -0.485 -0.01 0.02 0.00
H 0.676 1.519 -3.373 0.01 0.02 0.01
C 3.418 0.552 1.344 0.01 0.10 -0.01
C 1.570 3.810 -1.417 0.02 0.00 0.01
C -1.301 -1.490 -4.670 -0.03 -0.01 0.00
C 4.591 -3.580 4.452 -0.03 0.03 -0.02
H 4.699 3.669 0.961 -0.01 0.01 0.00
C 3.608 1.918 1.538 0.00 -0.04 0.03
H -2.554 -1.254 -2.989 -0.05 -0.02 0.06
H -5.225 1.337 1.167 -0.01 0.01 -0.06
H -3.064 1.944 0.673 -0.11 -0.07 0.12
H 0.326 -5.535 1.595 0.01 0.01 -0.02
H -1.889 3.605 -3.074 -0.01 0.00 0.00
H 2.475 -3.966 -1.838 0.00 0.00 -0.02
H 2.547 3.849 -0.949 0.02 0.00 0.02
H 4.972 -2.063 5.925 -0.01 0.00 0.00
H 2.978 2.460 2.232 0.00 0.01 -0.01
H 1.987 -0.404 -2.771 -0.02 0.01 -0.05
C -0.916 3.667 -2.597 0.03 0.01 -0.02
C -0.651 3.447 2.047 -0.01 -0.02 0.04
H 0.931 0.096 4.186 0.01 0.00 0.00
C 3.745 -1.333 4.326 -0.02 0.02 -0.04
C 3.103 -1.625 3.123 0.05 -0.01 0.05
C 4.187 -0.105 0.383 -0.03 -0.03 0.03
H 2.702 -3.158 1.674 -0.01 -0.01 -0.02
C 0.504 1.671 2.762 0.04 0.00 0.08
H -3.372 0.530 2.051 0.05 0.11 0.00
C -2.121 2.314 0.280 0.02 -0.05 -0.02
C -4.651 0.155 -0.530 -0.05 -0.06 -0.05
```
Forces are in eV/Å.

Calculated values
- strongest force on any atom (eV/A) = 0.68
- HOMO-LUMO gap (eV) = 4.91
- LUMO level (eV) = 4.29
- M (u) = 808.68
- highest occupied orbital energy (eV) = -0.63
- net charge = -2
- energy above the lowest of the compared OMol25 structures with the same formula, charge and spin (kcal per mole) = 11.2